82
Properties=species:S:1:pos:R:3:lowdin_charge:R:1 method="wB97M-V/def2-TZVPD" orbital_gap_ha=0.34526 homo_energy_ev=-9.40 smiles=OCCO.OCCO.OCCO.OCCO.OCCO.OCCO.OCCO.O.O.O.O lumo_energy_ev=-0.005 total_energy_ev=-52178.6460 e_above_lowest_kcal_mol=64.7
O 1.8722 2.8828 -2.0779 -0.015
H 2.3402 3.6778 -1.9649 0.026
H 0.9252 3.0388 -1.9699 0.006
O -0.9598 3.4618 -1.4439 -0.037
H -1.1888 2.5598 -1.4319 -0.028
H -0.7638 3.6698 -2.3769 0.060
O 2.4792 -2.4032 -0.9209 -0.050
H 2.0442 -3.2182 -1.1679 -0.014
H 1.9622 -1.8992 -0.2999 -0.038
O 1.6102 -0.5662 0.7631 -0.035
H 2.1362 0.2118 0.5641 0.019
H 1.9962 -0.7902 1.6271 0.081
C 0.8552 -4.0402 -3.3029 -0.248
C 0.3402 -2.6892 -3.7719 -0.192
O 0.7692 -2.3192 -5.1029 -0.076
O 0.3962 -4.4962 -2.0619 -0.088
H 1.9952 -4.1732 -3.4779 0.159
H 0.5162 -4.8682 -3.9489 0.123
H 0.6622 -1.8622 -3.1609 0.095
H -0.7548 -2.6542 -3.8419 0.136
H 1.0902 -3.1012 -5.5709 0.101
H 0.6992 -5.4382 -1.9179 0.154
C 0.3082 -4.0672 2.5131 -0.295
C 0.6242 -4.3782 1.0771 -0.167
O 0.0912 -3.2672 0.2751 -0.129
O 0.5392 -5.1122 3.3381 0.007
H -0.7248 -3.7402 2.5571 0.124
H 0.8232 -3.2022 2.7641 0.101
H 0.0562 -5.2122 0.6101 0.130
H 1.6632 -4.5662 0.9231 0.112
H 0.2592 -3.4602 -0.6549 0.022
H 0.1072 -4.9212 4.1341 0.071
C -1.5498 4.0768 4.6731 -0.237
C -2.6978 3.4038 3.8511 -0.153
O -2.0328 2.6438 2.8021 -0.092
O -2.0608 5.0028 5.5551 -0.039
H -0.8348 4.4508 3.9591 0.102
H -1.0028 3.3928 5.3051 0.117
H -3.4348 4.0358 3.3651 0.122
H -3.2678 2.7498 4.4341 0.079
H -2.4348 1.8088 2.6861 0.025
H -2.5668 4.5798 6.2301 0.078
C 2.6862 2.5608 1.4541 -0.224
C 1.1882 2.8018 1.2251 -0.204
O 0.5162 3.3568 2.3871 -0.117
O 3.1152 1.8138 0.3561 -0.063
H 2.8982 2.0068 2.3851 0.129
H 3.2052 3.5228 1.5501 0.125
H 0.5292 1.9038 1.0551 0.119
H 1.0332 3.5668 0.5341 0.084
H -0.4458 3.3338 2.2441 0.036
H 2.9082 2.3748 -0.3619 0.030
C -1.7298 0.1008 -0.2289 -0.235
C -1.2768 -0.2282 -1.6479 -0.238
O -1.0798 0.9318 -2.3939 -0.074
O -1.6988 -1.0722 0.5131 -0.063
H -2.7608 0.5198 -0.1599 0.145
H -1.1008 0.9068 0.2151 0.109
H -1.9568 -0.9412 -2.1229 0.129
H -0.3628 -0.7932 -1.5829 0.100
H -0.6268 0.6518 -3.2179 0.061
H -0.8498 -1.4692 0.3891 0.034
C -1.8478 -0.5072 3.8211 -0.240
C -2.2118 -0.0532 5.2181 -0.268
O -1.1088 -0.0892 6.0361 -0.032
O -2.8958 -0.1002 2.9661 -0.080
H -1.7588 -1.5732 3.7821 0.110
H -0.9038 0.0158 3.5121 0.137
H -2.9198 -0.8092 5.5531 0.133
H -2.6058 0.9398 5.1701 0.093
H -0.4728 0.4818 5.6271 0.075
H -2.6128 -0.5252 2.1311 0.061
C 1.4822 0.9078 -5.2089 -0.243
C 0.9432 0.6548 -6.6139 -0.223
O 1.5722 1.6278 -7.4409 -0.067
O 0.6232 0.3538 -4.3169 -0.059
H 1.4652 1.9538 -5.0419 0.119
H 2.4342 0.4488 -5.1209 0.124
H -0.1918 0.7918 -6.5389 0.150
H 1.1782 -0.3522 -6.9779 0.114
H 2.2392 1.2748 -8.0369 0.087
H 0.5112 -0.4922 -4.6539 0.009